Entry from OMol25: a 8-piece molecular cluster, C18H54N2O8 overall in a non-equilibrium geometry (wB97M-V/def2-TZVPD).

M = 426.64 g mol⁻¹
SMILES = COC[C@H](C)N.COC[C@H](C)N.CCO.CCO.CCO.CCO.CCO.O
DFT total energy = -1429.50051 hartree
2S+1 = 1

Element x y z (Å)
C: -11.4576 -4.0729 -6.0819
O: -12.8203 -3.6776 -6.1674
C: -13.0031 -2.4295 -6.8128
C: -12.5152 -1.2358 -6.0100
C: -13.0963 -1.2612 -4.5783
N: -12.6716 0.0425 -6.6818
H: -10.8974 -3.5299 -5.3216
H: -10.9501 -3.9333 -7.0412
H: -11.5261 -5.1399 -5.8878
H: -12.5553 -2.4658 -7.8083
H: -14.0909 -2.2959 -6.8355
H: -11.4324 -1.3731 -5.8554
H: -12.9601 -0.3439 -4.0050
H: -12.7171 -2.0722 -3.9553
H: -14.1757 -1.4340 -4.6661
H: -13.3127 0.6621 -6.2075
H: -11.7783 0.5047 -6.7378
C: -14.3443 -5.7463 -3.0267
O: -15.2015 -6.2189 -2.0375
C: -14.8624 -5.8244 -0.7122
C: -16.0979 -5.7593 0.1494
C: -17.1847 -4.7785 -0.2847
N: -15.6036 -5.4547 1.5279
H: -14.6301 -6.0555 -4.0299
H: -13.2978 -6.0271 -2.8367
H: -14.2971 -4.6453 -3.0599
H: -14.1404 -6.5586 -0.3541
H: -14.3826 -4.8368 -0.7434
H: -16.5112 -6.7680 0.2313
H: -18.1232 -5.1398 0.1455
H: -17.3431 -4.8397 -1.3653
H: -17.0411 -3.7491 0.0374
H: -15.3742 -4.4602 1.5299
H: -16.4352 -5.4919 2.1166
C: -17.2243 -10.5759 -9.2318
C: -17.8750 -10.5467 -7.8529
O: -18.9796 -9.6536 -7.7466
H: -16.1874 -10.9202 -9.2265
H: -17.1206 -9.5730 -9.6562
H: -17.8044 -11.2236 -9.8840
H: -17.1616 -10.3913 -7.0379
H: -18.2835 -11.5531 -7.6865
H: -18.8972 -9.2392 -6.8794
C: -17.4902 -3.1094 -4.0669
C: -16.9102 -3.0035 -5.4636
O: -17.2670 -4.2183 -6.1475
H: -17.1816 -2.3239 -3.3630
H: -17.1074 -3.9889 -3.5450
H: -18.5790 -3.0857 -4.0459
H: -15.8238 -2.9995 -5.3679
H: -17.2464 -2.1339 -6.0231
H: -16.4499 -4.7109 -6.2731
C: -17.7124 -4.9347 -10.1668
C: -18.5325 -6.2013 -10.0415
O: -18.5556 -6.9110 -11.2753
H: -16.6348 -5.0809 -10.1514
H: -17.9461 -4.2071 -9.3821
H: -18.0021 -4.3962 -11.0753
H: -19.5539 -6.1056 -9.6579
H: -18.0905 -6.8904 -9.3170
H: -18.8525 -6.3534 -11.9974
C: -14.4581 -6.2626 -7.8057
C: -15.4710 -7.4013 -7.7416
O: -16.4992 -6.8987 -6.8643
H: -15.0117 -5.3588 -8.0703
H: -13.6405 -6.4443 -8.5061
H: -14.1072 -6.0490 -6.7939
H: -15.0768 -8.3286 -7.3150
H: -15.8820 -7.5821 -8.7425
H: -16.6426 -7.5817 -6.2065
C: -10.2150 -9.6773 -7.0162
C: -11.6991 -9.3425 -6.7704
O: -12.5750 -10.3225 -7.2822
H: -9.9253 -9.4759 -8.0499
H: -9.9701 -10.7000 -6.7459
H: -9.6592 -8.9456 -6.4222
H: -11.8495 -8.3327 -7.1558
H: -11.7835 -9.3385 -5.6837
H: -12.8944 -10.0700 -8.1521
O: -18.5823 -8.1645 -5.2591
H: -18.2050 -8.0640 -4.3761
H: -19.4944 -7.8612 -5.1709